No. 1
12
Properties=species:S:1:pos:R:3:forces:R:3:mulliken_charge:R:1 method="wB97M-V/def2-TZVPD" homo_lumo_gap_ev="6.8 / 6.8" max_force_ev_per_a=4.57 homo_ha="-0.287 / -0.287" smiles="C=[SiH]C#CC=[SiH2]" total_charge=0 lumo_ev="-1.02 / -1.02" total_energy_ev=-19993.4311 e_above_lowest_ev=2.556
H 0.7263 -1.4486 -4.5445 0.167 -0.047 -1.006 -0.09
H -0.9418 1.0230 4.3668 -0.305 -0.297 -0.448 0.23
C -1.5111 0.5368 3.5530 3.182 0.157 -2.904 -0.82
Si -0.2935 0.4631 2.1239 -0.406 0.615 0.531 0.39
H 1.2892 1.0460 -2.7284 -1.640 -1.984 1.398 0.26
H 0.3706 -2.6132 -2.4395 -0.435 -0.516 0.269 -0.07
C 0.1343 0.1259 0.2756 -1.998 -0.138 4.110 -0.07
Si 0.4367 -1.3683 -3.1555 0.699 2.161 1.473 0.39
C 0.7296 0.1222 -2.2197 1.343 -0.403 -3.588 -0.61
H -2.3848 1.0421 3.2273 -1.360 -0.224 0.131 0.27
H 1.0209 1.0253 2.4252 0.405 -0.295 0.554 -0.09
C 0.4237 0.0456 -0.8842 0.349 0.973 -0.519 0.21


No. 2
14
Properties=species:S:1:pos:R:3:forces:R:3:mulliken_charge:R:1 method="wB97M-V/def2-TZVPD" homo_lumo_gap_ev=9.7 max_force_ev_per_a=2.71 homo_ha=-0.330 smiles="O=CN1C[C@@H]1/C=N/S" total_charge=0 lumo_ev=0.74 total_energy_ev=-20105.9224 e_above_lowest_ev=3.419
H -0.6769 2.1371 -0.4582 -0.137 -0.086 0.440 0.24
C -1.0196 1.2981 0.1558 0.831 1.110 0.009 -0.48
H -1.6568 1.5324 0.9920 -0.123 0.057 0.205 0.31
S 3.7401 -0.4908 -0.2464 0.039 0.187 -0.278 -0.15
H 1.4836 0.6863 -1.1607 -0.247 0.451 -0.469 0.40
C -2.2992 -0.7710 -0.3000 -1.133 1.653 -0.672 0.11
C 1.2622 0.1235 -0.2685 -0.050 -0.465 0.088 -0.39
N -1.2468 0.1386 -0.5932 -0.936 -2.528 -0.316 -0.29
C -0.1058 0.0818 0.2843 0.088 1.419 0.244 0.22
O -2.1577 -1.9181 -0.0317 0.332 -0.699 0.218 -0.44
N 2.1573 -0.5474 0.3140 -0.303 -0.091 0.456 -0.36
H -3.3464 -0.3109 -0.4108 1.217 -0.247 0.065 0.32
H -0.1889 -0.4162 1.2416 -0.095 -0.393 -0.196 0.33
H 4.0548 -1.5435 0.4819 0.518 -0.366 0.206 0.16


No. 3
62
Properties=species:S:1:pos:R:3:forces:R:3:mulliken_charge:R:1 method="wB97M-V/def2-TZVPD" homo_lumo_gap_ev=8.3 max_force_ev_per_a=2.49 homo_ha=-0.314 total_charge=0 lumo_ev=-0.20 total_energy_ev=-37041.1001 e_above_lowest_ev=4.171
C 2.3226 1.6434 3.1601 -0.495 0.470 1.908 -1.02
H -0.8570 -1.4561 1.9675 0.207 0.301 0.080 0.22
H -2.8096 -2.3996 -2.1625 0.248 -0.059 0.063 0.21
H -3.3708 -1.5026 -3.4510 -0.583 0.219 -0.244 0.30
C 2.1714 2.0037 1.6991 1.816 -1.410 0.390 -0.77
O 2.2231 -2.3856 2.2165 -0.576 0.478 1.343 -0.54
C -0.2075 -0.4652 0.1698 -0.504 1.277 0.004 0.16
H -3.9669 0.3332 2.2255 -0.062 -0.126 -0.080 0.25
H -2.3749 -1.6465 4.3364 -0.241 0.087 -0.015 0.31
H -2.4852 0.5825 2.1559 0.120 -0.497 0.230 0.22
H 1.5498 2.4970 -3.2340 0.036 0.178 0.257 0.34
H -0.8269 -0.3114 -4.9002 -0.135 -0.096 0.109 0.27
H -0.0078 1.7786 0.1184 0.015 -0.082 -1.016 0.35
H -2.3520 3.2017 0.2390 -0.178 0.134 -0.114 0.31
H 2.5227 -2.4600 -1.6557 -0.929 0.115 -0.591 0.31
H 0.6491 2.3969 -4.3645 -0.533 0.108 -0.026 0.27
H 1.4526 -2.6734 -4.0467 -0.097 -0.473 -0.015 0.29
H 2.3546 2.4488 3.9090 0.013 0.489 -0.629 0.41
H 0.0932 -0.5676 -0.8653 -0.240 -0.573 -0.231 -0.01
H -0.4206 1.1574 1.5883 0.442 -0.445 0.350 0.07
H 1.5988 2.8903 1.5037 -0.503 -0.036 0.111 0.46
H 0.8346 4.5413 -0.3855 -0.101 -0.101 -0.460 0.30
H 1.6508 3.4066 -1.1190 -0.387 0.266 -0.153 0.27
H 1.9851 -1.4077 4.5695 -0.044 -0.203 0.095 0.35
H 1.1208 -2.4719 -0.7908 -0.061 0.048 -1.082 0.26
H 3.1725 2.2339 1.3243 -0.022 0.200 -0.063 0.45
O -3.1061 -3.0463 -1.5173 -0.280 0.241 -0.199 -0.64
H -1.9685 1.4873 -1.3047 0.221 -0.328 0.087 0.32
H 1.9820 -0.2005 1.4413 -0.577 0.510 0.630 -0.04
O -2.7808 1.1316 -0.9338 -0.343 0.013 -0.600 -0.65
O 2.6380 0.8146 -3.1451 -0.344 -0.830 -0.108 -0.67
H 2.9067 -3.0523 2.2534 0.050 -0.071 -0.810 0.24
O 2.0700 -2.5878 -0.8300 1.105 -0.297 2.207 -0.62
H 0.9051 -0.6514 3.9138 0.089 0.006 -0.013 0.24
H 1.4549 1.0943 3.5351 -0.018 -0.120 -0.258 0.08
O -2.9232 -0.6624 -3.5710 0.105 0.015 -0.107 -0.64
C 1.6743 0.7365 0.9621 0.333 1.492 -0.400 0.01
H -3.4869 0.0469 -3.2374 -0.079 -0.218 0.284 0.28
H -2.5713 0.4318 -0.2976 0.178 0.278 -0.015 0.33
H 1.7484 0.4293 -3.1035 -0.171 0.419 0.083 0.40
O -0.3783 -0.2662 -4.0515 0.604 0.250 0.526 -0.60
O 0.6463 2.7533 -3.4674 0.446 -0.128 -0.174 -0.62
H -1.1480 -0.8111 4.2213 0.068 0.159 0.323 0.24
O 1.6079 3.9750 -0.3458 0.366 0.150 0.231 -0.60
H -1.0793 -0.3962 -3.3858 -0.063 0.156 -0.639 0.42
H 1.9633 -2.1110 1.3350 0.636 -0.610 -0.559 0.21
H 2.2318 0.6003 0.0236 -0.468 0.419 -0.307 0.28
H -1.1798 -2.6576 -0.6899 0.089 -0.030 -0.062 0.20
H 3.1124 0.0612 -3.5177 0.477 0.320 0.022 0.27
C 0.1614 0.8817 0.6941 0.572 -0.905 1.260 -0.38
H -2.8482 2.3151 1.3228 -0.390 0.079 -0.148 0.43
O -2.1093 -0.7295 4.2006 0.274 -0.254 -0.058 -0.59
H 0.6749 -1.6475 -3.3239 -0.431 -0.429 -0.082 0.28
O 0.8927 -2.5986 -3.2639 0.408 0.660 -0.444 -0.64
H -3.3566 -2.4873 -0.7696 -0.010 -0.239 0.149 0.36
H -0.4562 -3.5521 0.5097 -0.024 0.112 0.419 0.23
N -0.9442 -2.6979 0.2856 -0.054 -0.549 0.152 -0.38
O 1.1215 -1.0302 4.7740 -0.125 0.019 -0.164 -0.66
O -2.8420 3.2453 1.0646 0.352 0.061 0.276 -0.67
C -0.6242 -1.4837 0.9111 -0.101 -0.629 -1.136 -0.15
O -3.2137 0.2263 1.6333 -0.088 0.327 0.126 -0.57
H 3.2026 1.0711 3.4668 -0.010 -0.321 -0.712 0.26